Computed, not measured: a cluster of 10 separate species, C81H178N10O13 in total at a distorted geometry, with ωB97M-V with the def2-TZVPD basis set.

energy above the lowest of the compared OMol25 structures with the same formula, charge and spin: 3.3217 eV
gap between HOMO and LUMO: 8.2 eV
molar mass: 1500.37 u
HOMO: -7.73 eV
total energy: -128383.751 eV

Each line ends with the Mulliken charge.
Positions of all 282 atoms, in Å:
C -8.8165 -4.8842 1.0658  -1.97
C -8.4716 -3.3901 0.8997  1.33
C -8.4388 -3.0035 -0.5970  -1.58
C -9.6251 -2.6049 1.6761  -1.10
C -9.2130 -1.2014 2.1599  -1.08
C -7.8951 -1.2168 2.8619  -0.68
C -6.7748 -1.8156 2.1072  2.37
C -6.2993 -0.8630 0.9153  -1.44
C -5.6428 -1.9044 3.1082  -1.71
N -7.1875 -3.1320 1.6235  0.43
O -6.1336 -3.9808 1.3302  -0.34
H -8.0145 -5.5784 0.8150  0.30
H -8.9493 -5.0316 2.1376  0.47
H -9.7660 -5.1885 0.6253  0.40
H -8.0532 -1.9908 -0.7155  0.33
H -7.7335 -3.6187 -1.1557  0.33
H -9.4550 -2.9616 -0.9889  0.42
H -10.4503 -2.3727 1.0028  0.41
H -10.0893 -3.1553 2.4944  0.37
H -9.2668 -0.5444 1.2918  0.29
H -9.8476 -0.7011 2.8913  0.48
H -8.0556 -1.6229 3.8606  0.59
H -7.6215 -0.1741 3.0231  -0.07
H -5.6595 -0.0626 1.2869  -0.48
H -7.1850 -0.4356 0.4451  0.48
H -5.7912 -1.4541 0.1534  0.35
H -5.5371 -1.0253 3.7440  0.35
H -4.6860 -2.0764 2.6153  -0.34
H -5.8161 -2.7242 3.8054  0.76
H -6.0550 -4.5005 2.1335  0.33
C 7.3789 -1.4932 -6.9950  -1.90
C 6.1527 -2.1150 -6.2648  1.92
C 5.4983 -3.2594 -7.0960  -1.94
C 6.6115 -2.7856 -4.9739  -1.92
C 5.4486 -2.9325 -3.9594  0.05
C 4.8333 -1.6121 -3.5748  0.20
C 4.3177 -0.8658 -4.8543  1.18
C 2.9245 -1.6019 -5.1957  -1.50
C 4.1122 0.6534 -4.5006  -2.07
N 5.2723 -0.9744 -6.0026  0.48
O 4.8895 -0.3268 -7.1239  -0.49
H 7.6012 -0.4514 -6.7642  0.39
H 8.2928 -2.0731 -6.8655  0.42
H 7.2543 -1.4958 -8.0779  0.38
H 5.1465 -2.8265 -8.0325  0.44
H 6.2619 -3.9363 -7.4790  0.50
H 4.7424 -3.8602 -6.5902  0.21
H 6.9119 -3.8199 -5.1417  0.53
H 7.5177 -2.2865 -4.6306  0.37
H 4.7165 -3.6376 -4.3530  -0.33
H 5.8631 -3.4843 -3.1157  0.51
H 5.5369 -1.0410 -2.9691  0.14
H 4.0054 -1.8290 -2.8997  -0.26
H 3.1904 -2.5984 -5.5483  0.31
H 2.5169 -1.1218 -6.0854  0.57
H 2.1831 -1.5489 -4.3985  0.10
H 5.0195 1.2541 -4.4357  0.53
H 3.5485 0.8215 -3.5829  0.08
H 3.6458 1.3247 -5.2216  0.63
H 4.0733 -0.7818 -7.3438  0.41
C 3.9929 -6.2886 -2.4964  -1.59
C 2.6544 -6.6244 -3.0263  1.88
C 2.8374 -6.9191 -4.5352  -1.69
C 2.2278 -7.9981 -2.3249  -1.51
C 1.7087 -7.9267 -0.8776  -0.96
C 0.5772 -6.8634 -0.8787  -1.04
C 0.8618 -5.5091 -1.5686  2.44
C -0.5087 -4.8348 -1.7864  -2.01
C 1.7211 -4.5593 -0.6767  -1.26
N 1.5549 -5.7070 -2.8633  -0.04
O 1.5928 -4.5431 -3.5902  -0.13
H 4.1751 -6.5214 -1.4472  0.36
H 4.7713 -6.8502 -3.0129  0.51
H 4.1612 -5.2131 -2.5522  -0.03
H 3.4190 -6.1206 -4.9960  0.14
H 3.3880 -7.8493 -4.6754  0.47
H 1.9449 -6.9898 -5.1569  0.41
H 1.3726 -8.4408 -2.8356  0.41
H 3.1229 -8.6195 -2.3514  0.50
H 1.3309 -8.8846 -0.5201  0.51
H 2.5271 -7.6841 -0.1998  0.31
H 0.4182 -6.6789 0.1838  -0.01
H -0.3700 -7.3370 -1.1367  0.53
H -0.9836 -4.6621 -0.8206  -0.10
H -1.2156 -5.3490 -2.4376  0.56
H -0.5046 -3.8644 -2.2829  0.46
H 2.7672 -4.8583 -0.6105  0.48
H 1.5146 -4.5282 0.3930  0.15
H 1.6568 -3.5378 -1.0517  0.02
H 0.8839 -4.7372 -4.2078  0.30
C -3.1313 0.4194 3.7579  -0.22
C -2.7295 1.9273 3.9205  2.02
C -1.2165 1.8200 4.1920  -2.37
C -2.8000 2.6966 2.5592  -0.44
C -4.2260 3.0721 2.2088  0.13
C -4.8689 3.8531 3.3679  -1.97
C -4.7254 3.2420 4.8043  1.80
C -4.9304 4.4867 5.7050  -1.82
C -5.8818 2.2263 4.8725  -1.60
N -3.3244 2.7366 5.0254  0.38
O -3.1364 2.1151 6.3067  -0.47
H -4.1108 0.4143 3.2798  -0.73
H -2.4815 -0.1247 3.0724  -0.35
H -3.0672 -0.0606 4.7344  0.78
H -0.7341 2.7948 4.2634  0.65
H -1.0651 1.5160 5.2277  0.52
H -0.6383 1.0486 3.6834  -0.01
H -2.1926 3.6002 2.6115  0.73
H -2.4314 2.1345 1.7011  -0.68
H -4.2583 3.6525 1.2867  0.67
H -4.8511 2.1969 2.0316  -0.60
H -5.9225 3.9435 3.1037  0.50
H -4.4292 4.8454 3.2674  0.47
H -4.2083 5.2795 5.5099  0.42
H -4.6747 4.1533 6.7108  0.42
H -5.9308 4.9145 5.6392  0.37
H -6.8200 2.7676 4.9943  0.48
H -5.8374 1.6413 5.7911  0.39
H -5.8544 1.4813 4.0773  0.05
H -3.0416 2.8706 6.8913  0.38
C -1.6197 0.3085 -2.8918  -0.55
C -2.0699 0.7217 -1.4164  2.36
C -3.3659 1.3880 -1.4430  -1.84
C -2.3363 -0.5432 -0.5041  -0.92
C -1.0922 -1.2735 -0.0294  1.36
C 0.0021 -0.2630 0.5171  -0.84
C 0.2552 0.9743 -0.3951  3.61
C 1.0040 1.9911 0.4707  -2.39
C 1.1395 0.4352 -1.5750  -1.12
N -1.0573 1.5805 -0.8368  0.55
O -0.9202 2.8984 -1.4137  0.41
H -2.5004 0.2880 -3.5338  0.33
H -0.9663 1.0813 -3.2968  -0.31
H -1.1443 -0.6722 -2.9077  -0.28
H -3.3940 2.2223 -2.1439  0.56
H -4.0341 0.6813 -1.9351  0.18
H -3.7031 1.6761 -0.4473  -0.52
H -2.8654 -0.4318 0.4424  -0.22
H -2.8560 -1.3349 -1.0435  0.49
H -1.4156 -1.9927 0.7231  -0.07
H -0.6991 -1.8132 -0.8909  -1.19
H 0.8848 -0.8855 0.6632  0.67
H -0.2877 0.1583 1.4797  -0.95
H 0.2889 2.4866 1.1274  0.42
H 1.4421 2.7924 -0.1244  -0.06
H 1.6226 1.4774 1.2065  0.45
H 1.1020 1.1591 -2.3891  -0.07
H 0.7510 -0.5059 -1.9644  -0.30
H 2.1728 0.2787 -1.2653  -0.06
H -1.3367 3.4743 -0.7683  0.14
C 5.4691 3.6388 2.0843  -2.09
C 4.6916 4.8199 2.6114  2.16
C 4.8940 6.0240 1.6273  -2.10
C 3.1566 4.4464 2.6758  -0.81
C 2.2825 5.3886 3.4710  -0.89
C 2.8122 5.6770 4.8826  -1.31
C 4.3726 5.9872 4.9094  1.63
C 4.4585 7.5201 4.4703  -1.64
C 4.8231 5.7853 6.3758  -1.98
N 5.2038 5.1906 3.9644  0.70
O 6.5806 5.3847 4.0228  -0.45
H 5.1516 3.4312 1.0624  0.04
H 6.5214 3.8921 1.9556  0.58
H 5.3301 2.7692 2.7266  0.39
H 5.7969 6.5504 1.9368  0.43
H 5.0847 5.7243 0.5968  0.43
H 4.1183 6.7860 1.7037  0.35
H 2.6688 4.3091 1.7107  0.01
H 3.0492 3.4704 3.1492  0.49
H 2.2193 6.3274 2.9207  0.30
H 1.2449 5.0634 3.5453  0.23
H 2.4658 4.8502 5.5027  0.42
H 2.1527 6.4826 5.2053  0.33
H 5.2533 7.6754 3.7406  0.27
H 4.6664 8.1837 5.3097  0.45
H 3.6165 7.8633 3.8692  0.34
H 4.3242 6.5109 7.0182  0.47
H 5.8888 5.9854 6.4874  0.41
H 4.6835 4.7638 6.7295  0.42
H 6.9388 4.5281 4.2668  0.39
C -0.0612 -2.5604 3.5223  -1.64
C -0.2576 -3.7375 4.5342  2.05
C 1.0210 -4.1217 5.4103  -1.99
C -1.2997 -3.2572 5.5444  -1.82
C -2.7156 -3.3400 5.0635  1.28
C -2.8702 -4.7243 4.5123  -2.09
C -2.0686 -5.1836 3.3719  2.24
C -2.3825 -6.6804 3.1670  -1.92
C -2.5314 -4.4056 2.0643  0.05
N -0.6449 -4.9331 3.7407  0.29
O 0.3325 -5.4535 2.9238  -0.31
H -0.7088 -2.4420 2.6535  -0.12
H -0.1221 -1.5750 3.9842  0.44
H 0.9043 -2.6385 3.0226  0.42
H 1.8717 -4.3885 4.7833  0.33
H 1.2995 -3.4176 6.1944  0.39
H 0.7955 -5.0201 5.9850  0.51
H -1.2036 -3.8802 6.4337  0.40
H -1.1277 -2.1979 5.7348  0.47
H -3.3755 -3.1194 5.9025  0.66
H -3.0489 -2.5844 4.3521  -1.09
H -3.9470 -4.8184 4.3714  0.40
H -2.7497 -5.4452 5.3209  0.40
H -2.1254 -7.2516 4.0591  0.50
H -1.7755 -7.0330 2.3331  0.31
H -3.4392 -6.8072 2.9318  0.34
H -2.7293 -3.3480 2.2390  -0.87
H -3.4522 -4.7985 1.6330  0.66
H -1.7193 -4.3402 1.3403  -0.68
H 0.5378 -6.2870 3.3535  0.32
C -2.5311 8.3872 -2.5428  -0.67
O -1.8612 7.3484 -1.8518  -0.41
C -1.6007 6.2251 -2.6576  -0.40
C -0.2605 6.2290 -3.2999  0.03
N -0.0941 5.0558 -4.1143  -0.09
C 1.2536 4.8791 -4.6027  -1.21
C 2.4362 4.7630 -3.5733  -0.58
O 2.2553 3.8797 -2.4717  0.30
C 3.5284 3.6393 -1.8557  -1.13
H -2.0270 8.4897 -3.5038  0.29
H -2.6923 9.3494 -2.0568  0.27
H -3.5497 8.0228 -2.6764  0.26
H -2.4138 6.0907 -3.3710  0.46
H -1.7919 5.4681 -1.8971  -0.09
H 0.5659 6.3024 -2.5929  0.18
H -0.1898 7.1125 -3.9343  0.27
H -0.0867 4.1842 -3.6041  0.01
H 1.5697 5.6039 -5.3529  0.53
H 1.2678 3.9959 -5.2414  0.18
H 2.7156 5.7378 -3.1735  0.34
H 3.3040 4.3680 -4.1015  0.58
H 4.2393 3.3720 -2.6375  0.45
H 3.6337 2.8177 -1.1471  -0.16
H 3.8860 4.4786 -1.2592  0.60
C 4.4759 -1.8635 -0.0125  -0.46
O 4.4543 -0.4528 -0.1222  0.58
C 5.7336 0.1580 0.0243  -0.37
C 6.2401 -0.0615 1.4866  -0.57
N 7.2503 0.8298 1.9366  -0.27
C 7.4720 0.8220 3.3850  -0.56
C 8.6841 1.6876 3.8827  -0.91
O 8.4125 3.0660 3.6993  -0.19
C 9.4532 3.9884 4.0230  -1.01
H 5.4826 -2.1989 -0.2617  0.50
H 3.7009 -2.2590 -0.6690  -0.61
H 4.2216 -1.9830 1.0407  0.43
H 5.4511 1.2000 -0.1256  -0.38
H 6.4792 -0.2528 -0.6566  0.23
H 6.6787 -1.0402 1.6814  0.44
H 5.3592 0.1068 2.1061  0.35
H 7.1856 1.7237 1.4709  0.29
H 7.6398 -0.2390 3.5698  0.48
H 6.5217 1.1247 3.8249  0.33
H 9.5209 1.3662 3.2625  0.40
H 9.1346 1.3500 4.8160  0.48
H 9.2901 5.0041 3.6626  0.26
H 10.3187 3.7104 3.4215  0.40
H 9.7547 3.9900 5.0705  0.37
C -1.4420 1.9253 -6.1295  -0.58
O -2.5161 1.4674 -6.9156  -0.43
C -3.5684 2.3610 -7.2929  -0.71
C -4.5899 2.5999 -6.1543  -0.25
N -5.2853 1.2862 -5.8043  -0.52
C -5.9832 1.4274 -4.5507  -0.44
C -6.2721 0.0371 -3.9642  -0.69
O -5.0792 -0.7232 -3.8109  -0.23
C -5.3346 -1.9766 -3.3473  -0.51
H -0.9119 1.0621 -5.7270  0.21
H -1.7885 2.4846 -5.2605  0.22
H -0.6790 2.5566 -6.5851  0.40
H -4.0396 1.9148 -8.1686  0.32
H -3.0333 3.2245 -7.6880  0.44
H -5.3307 3.3154 -6.5112  0.42
H -4.1073 3.0346 -5.2790  0.11
H -4.5894 0.5990 -5.5522  0.33
H -6.8865 2.0002 -4.7609  0.46
H -5.4816 1.9614 -3.7437  0.09
H -7.1637 -0.4102 -4.4036  0.70
H -6.6253 0.3426 -2.9793  0.24
H -4.4221 -2.5719 -3.3783  0.24
H -6.1103 -2.4816 -3.9231  0.40
H -5.5763 -1.8551 -2.2914  -0.03